This record from the OMol25 dataset describes C45H57N7O5STi as an isolated structure at a distorted geometry. The level of theory is wB97M-V/def2-TZVPD.

Energy above the lowest of the compared OMol25 structures with the same formula, charge and spin (eV): 0.0000
Multiplicity: 2
<S²>: 0.790
Kohn-Sham gap (alpha / beta) (eV): 5.4 / 3.3
Total energy (eV): -102212.19151
Net charge: -1
HOMO (alpha / beta) (eV): -4.4354 / -4.4241

Structure (XYZ):
```
116
Properties=species:S:1:pos:R:3:forces:R:3:mulliken_charge:R:1
Ti -0.3515 -0.8688 2.7622 -0.54 -0.07 0.48 -0.553
N 1.5401 -0.0200 1.7948 -0.65 -0.40 0.34 0.401
C 2.7341 -0.0923 2.5971 0.85 0.10 0.55 0.099
C 2.3616 -0.4121 4.0203 1.25 0.87 1.04 0.163
O 3.2931 -0.3797 4.8529 -1.26 -0.38 -0.43 -0.781
N 1.0582 -0.6575 4.2101 0.66 -0.20 0.44 0.684
C 0.6929 -1.1230 5.5388 0.56 -1.17 -0.35 -0.523
C -0.5919 -1.9193 5.4019 -1.44 -0.51 0.37 0.494
O -1.0639 -2.6336 6.2641 0.81 0.01 0.60 -0.735
O -1.2788 -1.7122 4.3045 0.97 0.85 -1.23 -0.643
H 1.7162 -0.3976 0.8918 -0.28 -0.15 -1.03 -0.198
H 1.2120 0.9287 1.7284 -0.10 0.38 -0.38 0.138
H 3.3058 0.8658 2.5696 -0.16 -0.86 0.06 0.356
H 3.3904 -0.9458 2.3238 -0.36 0.70 -0.32 -0.398
H 0.4532 -0.3310 6.2310 0.18 0.50 0.31 0.343
H 1.5295 -1.7416 5.9519 -0.82 0.49 -0.07 0.297
C -2.2451 3.2522 -2.8532 0.36 -1.32 -1.83 -2.152
C -3.2611 2.9315 -1.8158 -2.00 -0.81 -1.57 1.939
C -4.1236 1.6765 -2.4179 -0.80 2.03 0.25 -1.281
C -4.3170 4.0575 -1.6725 -0.38 -1.04 0.43 -1.966
C -2.5848 2.5143 -0.5429 -1.13 1.92 0.79 0.393
C -2.0473 1.2565 -0.5432 1.11 -0.87 0.67 -0.895
C -1.6810 0.6928 0.6738 0.34 0.87 0.28 -0.053
N -1.1141 -0.5448 0.9210 -0.64 -0.60 -1.44 0.311
C -1.1402 -1.6669 0.0092 -0.15 1.17 1.96 -0.697
C -1.7796 -1.8423 -1.1853 -0.29 1.78 -2.73 0.510
C -1.7800 -3.0391 -1.8997 -0.66 -1.09 0.49 0.209
C -1.1674 -4.1201 -1.3108 0.82 0.32 1.02 -0.363
C -0.5403 -3.9869 -0.0595 2.00 -1.43 1.05 -0.970
C -0.5657 -2.7872 0.6490 -0.84 0.49 -0.72 0.446
O -0.2160 -2.5263 1.9222 0.74 -1.18 -0.45 -0.253
C 0.2797 -5.2182 0.5794 -0.50 1.21 -1.33 2.642
C 1.6478 -4.7664 1.1062 1.32 0.49 -1.48 -1.202
C 0.5762 -6.2969 -0.4434 -1.19 -0.85 -1.43 -2.236
C -0.5818 -5.7526 1.6695 -1.25 0.02 0.37 -1.914
C -2.6941 -3.2617 -3.1103 -0.77 0.31 0.31 2.077
C -4.1832 -3.1603 -2.5846 -0.08 -0.84 0.09 -1.494
C -2.4034 -4.6558 -3.7559 1.71 0.85 1.72 -1.828
C -2.4892 -2.1363 -4.1378 -2.17 -0.65 -1.94 -1.498
C -1.7349 1.5287 1.8847 1.22 -1.05 -1.14 0.662
O -1.2051 0.7943 2.9022 -0.31 1.31 0.40 -0.372
C -2.0261 2.9129 1.8524 -0.85 -1.79 -1.45 -0.253
C -2.5673 3.3400 0.5846 0.05 0.60 1.12 -0.194
C -2.0681 3.7766 3.0926 0.25 0.37 0.38 2.564
C -2.6006 5.1715 2.7834 -0.56 -0.80 -1.21 -2.248
C -0.7095 3.8546 3.7708 1.17 0.35 -0.89 -1.554
C -3.0096 3.1734 4.0972 -0.22 -1.36 -0.08 -1.646
H -2.7487 3.4222 -3.7963 -0.32 0.05 -0.48 0.392
H -1.5648 2.3761 -3.0843 -0.37 1.06 0.58 0.222
H -1.7363 4.1603 -2.6772 1.05 0.87 0.61 0.617
H -4.7280 1.8553 -3.3676 1.11 0.27 1.00 0.362
H -4.8594 1.3828 -1.6801 -0.18 -0.06 0.37 0.438
H -3.4975 0.8459 -2.5439 0.86 -1.16 -0.48 0.143
H -4.8264 4.2713 -2.6394 0.58 0.00 0.56 0.378
H -3.9455 4.9654 -1.1867 -0.07 -0.08 -0.28 0.319
H -5.0765 3.5739 -1.0186 0.20 0.79 -0.20 0.442
H -1.7672 0.8528 -1.5124 -0.31 -0.44 0.44 0.642
H -2.1551 -0.9986 -1.8160 0.03 -0.59 1.25 -0.487
H -1.1268 -5.0870 -1.7728 0.03 -0.07 -0.04 0.549
H 2.3823 -4.5410 0.2491 -1.22 -0.28 0.79 0.289
H 2.1819 -5.5566 1.6645 -0.57 0.34 0.18 0.536
H 1.5488 -3.8299 1.6353 0.16 -0.05 0.63 -0.288
H 0.7883 -5.8413 -1.4209 0.36 -0.11 0.25 0.499
H -0.2732 -7.0165 -0.6708 0.68 0.85 0.53 0.325
H 1.4204 -6.9118 -0.1526 0.19 -0.08 0.15 0.402
H -0.9025 -4.9331 2.3292 0.06 -0.48 0.03 0.362
H -0.0433 -6.4990 2.2010 0.53 -0.66 0.91 0.501
H -1.4657 -6.2807 1.2580 0.25 0.53 0.12 0.322
H -4.4298 -4.0094 -1.8643 0.30 0.81 -1.14 0.287
H -4.8328 -3.1891 -3.5010 0.18 -0.05 1.00 0.439
H -4.4006 -2.2422 -1.9789 0.46 -0.54 -0.83 0.220
H -2.4823 -5.4134 -2.9722 -0.38 -0.05 -0.24 0.374
H -1.2973 -4.6804 -4.0072 -1.31 0.02 -0.31 0.353
H -3.0515 -4.9268 -4.5523 -0.42 0.06 -0.90 0.442
H -3.0898 -1.2144 -3.8746 1.20 -0.77 -0.23 0.163
H -2.8627 -2.4514 -5.2081 0.25 0.41 1.96 0.394
H -1.4457 -2.0373 -4.3049 1.01 0.89 0.12 0.411
H -2.9855 4.3857 0.6163 0.47 -1.52 -0.71 -0.203
H -1.9162 5.6817 2.1245 0.16 0.39 -0.37 0.414
H -2.7822 5.7859 3.6384 0.04 0.20 0.81 0.424
H -3.5676 5.0151 2.2578 0.44 0.52 0.40 0.451
H 0.0329 4.2971 3.0732 -0.36 0.24 0.43 0.318
H -0.2955 2.8668 3.9389 -0.23 -0.31 0.38 0.133
H -0.7429 4.4236 4.7099 0.02 -0.11 -0.25 0.444
H -3.9796 2.9838 3.6136 0.11 0.05 0.48 0.293
H -3.0765 3.8435 4.9311 -0.43 0.41 0.57 0.557
H -2.5809 2.2319 4.4767 -0.41 0.14 -0.21 0.233
S 1.6686 0.0494 -2.3359 1.41 0.10 0.56 -0.232
C 3.1321 0.8648 -1.7799 -2.65 -4.14 -0.21 0.093
N 3.3147 2.1235 -1.9056 -1.50 3.49 -1.15 -0.632
N 2.2548 2.7586 -2.4842 1.70 -3.26 0.78 0.612
C 2.3668 4.0297 -2.9208 -0.63 0.84 -0.60 0.147
C 3.5074 4.7669 -2.7552 0.73 1.15 -0.27 -0.165
C 3.4911 6.1047 -3.1261 -0.78 -0.11 1.05 -0.707
C 2.2970 6.6741 -3.6001 1.27 -0.75 -0.06 -0.336
C 1.2006 5.9250 -3.9114 1.09 -2.25 1.04 -0.893
C 1.2550 4.5779 -3.5287 -0.59 1.17 -0.50 -0.098
N 4.1614 0.1859 -1.0871 0.72 -0.20 0.14 -0.196
N 4.0471 -1.0388 -0.8644 0.23 1.52 -0.14 -0.084
C 5.1958 -1.5065 -0.1407 1.03 1.02 -1.98 -0.012
C 6.5305 -1.0847 -0.4052 -0.27 0.41 0.16 -0.361
C 7.5823 -1.5586 0.3797 -2.47 -1.22 -0.05 -0.563
C 7.2959 -2.5563 1.3764 0.14 1.65 -1.12 -0.549
C 5.9941 -2.9974 1.5247 0.33 0.01 -0.24 -0.517
C 4.9596 -2.5005 0.7164 -1.11 -2.19 1.87 0.489
H 1.5587 2.0623 -2.8875 0.37 0.93 0.64 0.135
H 4.3695 4.3119 -2.3159 0.35 -0.10 0.18 0.466
H 4.3271 6.7154 -2.7989 -0.06 0.10 -0.48 0.322
H 2.2127 7.6912 -3.7368 0.24 2.22 -0.40 0.440
H 0.3445 6.3181 -4.3779 -0.95 0.50 -0.32 0.448
H 0.3711 4.0029 -3.6288 -0.63 -0.73 -0.16 0.420
H 6.7025 -0.3865 -1.2449 -0.10 -0.37 0.71 0.346
H 8.5490 -1.2465 0.1014 1.15 0.21 0.16 0.403
H 8.1187 -2.8859 1.9902 -0.10 -0.33 0.16 0.387
H 5.7796 -3.7625 2.2433 -0.13 -0.25 0.28 0.422
H 3.9257 -2.9307 0.7804 1.09 0.53 0.09 0.278
```
Forces are in eV/Å.

***

This record from the OMol25 dataset describes a 4-piece molecular cluster, C45H58F9NO14S2 overall at a distorted geometry. The level of theory is wB97M-V/def2-TZVPD.

SMILES: CCC[C@@H]1[C@](CCCS)(C(F)(F)C(F)(F)C(F)(F)C(F)(F)F)[C@H](CCC(=O)Nc2ccccc2)[C@@H](C[C@@H](C)OCc2ccccc2)OS1(=O)=O.C[C@@H]1COC(=O)O1.C[C@@H]1COC(=O)O1.C[C@@H]1COC(=O)O1
Kohn-Sham gap (eV): 7.8
Total energy (eV): -123858.55907
HOMO (eV): -8.1607

Structure (XYZ):
```
129
Properties=species:S:1:pos:R:3:forces:R:3:mulliken_charge:R:1
C -1.3401 3.8729 -0.4526 -0.98 0.21 0.13 -0.633
C -2.5355 3.2295 -1.3609 0.00 0.18 0.09 -0.505
C -2.0851 1.8624 -2.2133 -1.03 2.03 -1.44 -0.459
C -1.6434 0.6076 -1.2963 0.80 1.66 -0.10 -0.519
C -0.6318 -0.5297 -1.8576 1.53 -0.20 1.79 1.942
C 0.8848 0.0411 -1.4277 0.34 1.04 0.89 -1.044
C 1.3248 1.5017 -1.9653 2.48 -0.04 0.22 0.297
C 2.0274 1.5607 -3.4612 -0.44 2.62 -0.60 -0.436
S 3.5507 0.4303 -3.6171 -0.29 0.14 -0.33 -0.353
C -0.5917 -0.9269 -3.4013 1.80 0.11 -3.08 0.322
F -0.8888 0.1682 -4.4029 0.40 -2.85 3.27 -0.404
F 0.8067 -1.3207 -3.8536 -3.97 1.07 2.01 -0.308
C -1.4761 -2.1631 -4.0020 2.16 -1.45 -3.53 0.118
F -1.2423 -3.4952 -3.4065 -1.21 4.30 -1.15 -0.272
F -0.8661 -2.3603 -5.3864 -1.92 0.44 4.04 -0.346
C -3.0400 -1.8238 -4.3802 -1.58 1.04 -2.05 0.672
F -3.1418 -1.4357 -5.8420 0.49 -1.23 4.84 -0.305
F -3.6378 -0.6798 -3.6672 2.09 -4.04 -1.89 -0.198
C -3.9862 -3.2028 -4.3046 -3.14 -0.34 -1.05 0.480
F -5.2852 -2.7918 -4.9585 4.25 -1.60 2.33 -0.266
F -4.3374 -3.6058 -2.9289 1.63 1.01 -4.91 -0.115
F -3.4548 -4.3055 -5.1617 -1.70 3.86 3.60 -0.226
C -0.8078 -1.8026 -0.7749 0.16 0.74 0.76 -1.194
C 0.4275 -2.8803 -0.8162 1.44 -0.40 -0.54 -1.498
C 0.0609 -4.4512 -0.6268 0.55 -0.46 1.37 0.754
C 1.4148 -5.3411 -1.0041 1.57 -0.02 -5.17 -0.104
O 1.8420 -5.2790 -2.2749 -2.29 -0.38 7.47 -0.646
N 2.1702 -6.2273 -0.0393 -3.15 -0.36 -1.34 -0.266
C 1.2799 -6.8585 1.0073 -1.95 -1.00 2.76 0.136
C 0.0742 -7.8640 0.5393 0.81 1.26 4.45 -0.213
C -0.9015 -8.4880 1.7127 3.31 2.95 0.62 -0.439
C -0.6085 -8.0387 3.2843 1.85 1.09 -2.23 -0.352
C 0.6136 -7.0463 3.7607 -0.28 -0.51 -4.60 -0.379
C 1.5872 -6.4259 2.5898 -3.32 -2.66 -1.30 -0.253
C -2.2760 -2.4588 -0.6302 0.47 -2.40 2.66 0.051
C -2.4327 -2.8960 0.9845 -0.48 -1.95 -0.05 -0.713
C -3.1162 -4.4207 1.0816 1.28 -0.91 0.99 0.500
C -3.3585 -4.8607 2.6769 -1.28 0.94 -0.37 -1.117
O -4.3312 -4.5644 0.2659 0.04 1.44 1.85 -0.437
C -5.4268 -3.6978 0.7196 -1.85 0.47 -0.20 -0.001
C -6.8053 -4.5347 1.1019 -3.42 -2.11 0.92 0.029
C -8.1879 -3.6850 1.4624 -0.60 -3.96 0.07 -0.270
C -9.6200 -4.4618 1.8088 3.67 -2.46 -0.93 -0.435
C -9.6799 -6.1253 1.8027 3.49 2.19 -0.85 -0.321
C -8.3005 -6.9923 1.4730 -0.27 4.31 0.01 -0.429
C -6.8810 -6.1868 1.1310 -2.99 1.86 0.63 -0.232
O -3.4444 -1.6308 -0.8816 1.57 2.15 -0.22 -0.351
S -3.2472 -0.0071 -0.5000 -6.19 3.99 3.18 1.464
O -3.2633 0.3335 1.0362 1.46 -2.25 -5.14 -0.760
O -4.5320 0.7221 -1.0589 5.11 -3.38 0.85 -0.721
H -1.8056 4.8216 0.1014 1.16 -1.94 -1.27 0.420
H -0.4606 4.2062 -1.1500 -1.48 -0.65 1.63 0.051
H -1.0089 3.1441 0.4222 -0.52 1.52 -2.14 0.197
H -3.4539 3.0539 -0.6595 1.69 -0.02 -1.44 0.314
H -2.8983 4.0231 -2.1756 0.92 -1.77 1.71 0.357
H -1.2465 2.2591 -2.9668 -1.48 -1.38 1.93 0.296
H -3.0179 1.6724 -2.9353 2.13 -0.16 1.82 0.345
H -1.0846 1.1013 -0.3575 -1.35 -1.39 -1.94 0.002
H 1.7670 -0.6806 -1.6443 -1.89 1.04 0.05 0.330
H 0.8770 0.1584 -0.2363 -0.30 -0.38 -2.55 0.376
H 2.2404 1.8039 -1.2487 -2.21 -0.79 -1.63 0.313
H 0.5769 2.3849 -1.8072 1.30 -1.96 -0.53 -0.671
H 1.2856 1.4730 -4.3563 1.35 -0.32 1.73 0.250
H 2.4828 2.6632 -3.5359 -1.24 -2.54 0.21 0.453
H 4.0925 0.5306 -4.9225 -1.24 0.39 1.35 0.158
H -0.6675 -1.2487 0.2801 -0.37 -0.94 -2.49 0.762
H 1.2032 -2.6108 0.0525 -1.84 -0.54 -1.83 0.172
H 1.0884 -2.8120 -1.8090 -1.79 0.00 2.00 0.541
H -0.2701 -4.5950 0.5114 0.90 -0.04 -2.57 0.076
H -0.7950 -4.8738 -1.3013 1.77 0.95 1.09 0.201
H 2.5786 -6.9963 -0.6493 -0.40 1.44 0.96 0.419
H -0.0351 -8.0701 -0.6172 0.11 0.34 2.69 0.302
H -1.7998 -9.1989 1.3916 2.20 1.75 1.03 0.296
H -1.3214 -8.4506 4.1198 1.56 0.85 -1.89 0.314
H 0.8053 -6.7245 4.8896 -0.65 -0.96 -2.76 0.287
H 2.4884 -5.6741 2.7901 -2.24 -1.90 -0.44 0.308
H -2.4638 -3.4790 -1.1949 0.41 2.51 0.68 0.534
H -3.1672 -2.2034 1.5718 1.74 -0.86 -1.26 0.378
H -1.3881 -2.9989 1.5176 -2.09 0.47 -0.96 0.443
H -2.3468 -5.2354 0.6688 -1.81 1.85 0.53 0.056
H -2.3755 -5.1956 3.2149 -1.85 0.77 -1.14 0.275
H -4.1943 -5.7068 2.7740 2.00 1.72 -0.44 0.269
H -3.8444 -3.8989 3.1909 1.28 -2.14 -0.72 0.260
H -5.1849 -3.0235 1.6441 -0.17 -1.43 -1.70 0.187
H -5.7220 -2.9583 -0.1610 0.68 -1.62 1.77 0.314
H -8.1998 -2.5099 1.4769 0.17 -2.62 -0.09 0.279
H -10.6010 -3.8516 2.0599 2.39 -1.37 -0.62 0.270
H -10.7284 -6.6424 2.0184 2.67 1.12 -0.52 0.258
H -8.3508 -8.1776 1.4720 0.22 2.89 -0.02 0.265
H -5.9066 -6.8211 0.8786 -2.39 1.63 0.59 0.249
C 2.9258 4.9498 4.4011 0.55 0.16 -0.11 -1.470
C 2.0312 4.9278 3.1772 0.08 0.54 1.31 0.590
C 0.9197 3.9274 3.2692 -0.62 -0.05 0.76 -0.507
O 0.6842 3.5959 1.9139 0.85 -0.04 -0.75 -0.232
C 1.8640 3.8056 1.2530 0.65 -0.40 -1.82 0.415
O 2.0921 3.4315 0.1164 -0.51 0.90 2.51 -0.412
O 2.7516 4.4868 2.0378 -0.63 -0.80 -1.13 -0.318
H 3.5248 4.0358 4.4705 -0.28 -0.06 -0.02 0.393
H 3.6350 5.7824 4.3341 -0.25 -0.26 0.06 0.191
H 2.3437 5.0664 5.3201 -0.02 0.01 -0.15 0.338
H 1.6460 5.9338 2.9708 0.02 -0.53 0.04 0.373
H 0.0186 4.3520 3.7231 0.09 -0.14 -0.22 0.365
H 1.1943 3.0149 3.8098 0.09 0.09 0.01 0.266
C 8.0993 3.6936 -4.0897 -0.03 -0.02 -0.56 -1.434
C 6.9952 4.5513 -3.5032 1.25 -0.34 -0.39 0.504
C 6.7660 4.3112 -2.0422 0.55 0.13 0.72 -0.491
O 5.3960 4.6275 -1.8842 -0.74 -0.08 -0.83 -0.237
C 4.8037 4.4014 -3.0970 -2.27 -0.13 -0.23 0.588
O 3.5998 4.3702 -3.2799 2.66 0.28 0.36 -0.620
O 5.7413 4.2129 -4.0733 -0.98 0.18 0.64 -0.311
H 7.8015 2.6408 -4.1349 -0.03 0.17 0.22 0.340
H 8.3088 4.0023 -5.1199 0.04 -0.02 0.20 0.353
H 9.0231 3.7792 -3.5098 -0.14 0.06 -0.02 0.370
H 7.1894 5.6113 -3.7072 -0.06 -0.06 0.09 0.251
H 7.3851 4.9605 -1.4150 -0.25 -0.08 -0.03 0.310
H 6.9218 3.2700 -1.7389 0.06 0.03 -0.18 0.315
C 6.9113 9.1787 4.2236 0.28 -0.45 -0.18 -1.421
C 5.5860 9.3335 3.5036 1.36 0.37 0.30 0.495
C 4.6281 10.2455 4.2074 0.14 0.96 0.18 -0.532
O 3.3670 9.7391 3.8133 -0.23 -1.19 -0.28 -0.333
C 3.5516 8.4115 3.5371 -1.57 -1.14 -0.35 0.519
O 2.6486 7.6118 3.3673 2.04 2.32 0.33 -0.486
O 4.8817 8.1026 3.4802 -1.37 -0.07 -0.02 -0.296
H 6.7927 8.6150 5.1549 -0.14 0.21 -0.08 0.355
H 7.6128 8.6103 3.6029 -0.08 0.17 0.10 0.351
H 7.3602 10.1507 4.4488 -0.12 -0.09 -0.08 0.375
H 5.7523 9.6529 2.4676 -0.11 0.00 0.09 0.262
H 4.7404 11.2870 3.8897 -0.19 -0.21 0.04 0.321
H 4.6985 10.1972 5.2997 0.14 -0.08 -0.09 0.310
```
Forces are in eV/Å.